Record 1
{"formula": "C44H48Br2N7O7RbS", "method": "ωB97M-V/def2-TZVPD", "gap_ha": 0.200, "e_above_lowest_kj_mol": 0.0, "lumo_energy_ev": 3.71, "total_charge": -2, "largest_force_ev_per_a": 0.7, "symbols": ["Rb", "Br", "Br", "S", "O", "O", "O", "O", "O", "O", "O", "N", "N", "N", "N", "N", "N", "N", "C", "C", "C", "C", "C", "C", "C", "C", "C", "C", "C", "C", "C", "C", "C", "C", "C", "C", "C", "C", "C", "C", "C", "C", "C", "C", "C", "C", "C", "C", "C", "C", "C", "C", "C", "C", "C", "C", "C", "C", "C", "C", "C", "C", "H", "H", "H", "H", "H", "H", "H", "H", "H", "H", "H", "H", "H", "H", "H", "H", "H", "H", "H", "H", "H", "H", "H", "H", "H", "H", "H", "H", "H", "H", "H", "H", "H", "H", "H", "H", "H", "H", "H", "H", "H", "H", "H", "H", "H", "H", "H", "H"], "coordinates": [[-1.401, 1.141, 1.664], [-5.747, 1.106, -1.432], [-5.023, -1.982, -1.041], [1.438, 5.351, 3.697], [-2.909, 0.663, 4.001], [-1.100, 5.134, -4.911], [-0.579, -3.017, -1.506], [3.799, -2.822, 3.078], [2.571, -3.749, -3.496], [-4.174, 0.879, 2.173], [1.297, 2.707, -0.700], [-2.582, 2.953, -3.912], [0.942, -1.076, -0.436], [-2.330, -1.902, 1.616], [-2.110, 1.466, -1.980], [2.380, -2.843, -1.050], [1.009, 3.106, 2.482], [2.128, -2.332, 1.172], [1.148, -1.175, 5.055], [2.388, 3.985, 4.171], [0.864, -0.046, -3.991], [2.356, -1.818, 4.784], [-1.730, 2.813, -5.090], [-2.322, 2.165, -2.870], [1.986, -4.158, -1.264], [-0.169, -2.046, -2.371], [2.630, -2.163, 3.473], [1.462, -4.996, -0.288], [-3.020, 4.326, -3.668], [0.257, -0.902, 4.030], [-4.525, -0.159, -0.619], [0.485, -1.234, 2.674], [-4.111, -1.254, 3.238], [4.736, -3.113, 4.076], [0.633, -1.036, -1.799], [2.086, -4.652, -2.582], [3.630, 1.558, 4.565], [1.734, -2.009, -0.076], [2.293, -3.985, -4.855], [-2.435, 6.014, 0.095], [1.709, -1.860, 2.456], [3.387, 3.897, 5.133], [4.006, 2.673, 5.320], [0.084, -1.043, -4.544], [-1.381, -4.054, -2.016], [-1.956, 6.730, 1.189], [-1.831, 5.276, -3.698], [0.601, 4.329, 2.503], [-2.931, -2.178, 2.926], [1.695, -5.941, -2.891], [-0.445, -2.044, -3.729], [-1.903, 4.766, -0.199], [2.636, 1.643, 3.610], [1.072, -6.292, -0.603], [-3.705, 0.226, 3.142], [1.189, -6.773, -1.893], [-0.449, 4.904, 1.641], [1.121, -0.033, -2.623], [-0.876, 4.144, 0.532], [2.009, 2.872, 3.405], [-0.589, 3.816, -5.027], [-0.966, 6.163, 1.969], [1.226, -4.169, -5.008], [-2.394, -2.708, 1.006], [2.870, -4.832, -5.243], [1.325, -4.613, 0.712], [-0.130, -1.056, -5.607], [0.886, -7.783, -2.139], [5.109, -2.201, 4.556], [0.459, 3.141, -0.349], [-2.282, -3.662, -2.494], [2.970, -2.884, 1.190], [-3.274, -3.220, 2.991], [0.057, 3.587, -4.169], [1.286, 0.732, -4.615], [0.006, 3.788, -5.941], [-2.348, 3.014, -5.972], [2.318, 0.776, 3.045], [-2.326, 4.221, -1.039], [0.658, -6.920, 0.175], [3.052, -2.031, 5.585], [0.921, -0.892, 6.079], [1.768, -6.303, -3.907], [1.683, 0.772, -2.167], [-1.175, 5.082, -2.841], [-1.064, -2.816, -4.165], [1.579, 2.210, 0.076], [-2.368, 7.701, 1.441], [4.784, 2.579, 6.068], [-0.674, -0.406, 4.298], [-2.167, 6.312, -3.655], [-0.823, -4.675, -2.728], [3.673, 4.760, 5.720], [-4.930, -1.446, 2.540], [-1.360, 1.790, -5.136], [-4.457, -1.454, 4.257], [-1.664, -4.665, -1.161], [-3.549, 0.028, -1.050], [-0.610, 6.699, 2.845], [-1.319, -1.709, 1.742], [-4.553, -0.009, 0.464], [2.485, -2.350, -1.928], [-3.231, 6.438, -0.515], [-3.531, 4.372, -2.708], [-2.175, -2.043, 3.704], [4.314, -3.766, 4.849], [4.107, 0.603, 4.741], [-3.730, 4.591, -4.459], [2.579, -3.079, -5.386], [5.564, -3.626, 3.587]], "atomic_forces_ev_per_a": [[0.524, 0.215, -0.448], [0.002, 0.024, -0.013], [0.007, -0.064, 0.005], [-0.007, -0.061, -0.069], [0.073, -0.181, 0.090], [-0.033, 0.005, -0.046], [-0.165, 0.283, -0.051], [-0.158, 0.072, -0.004], [0.047, -0.080, 0.151], [-0.105, 0.029, -0.079], [-0.044, 0.021, -0.064], [-0.172, -0.009, -0.172], [0.079, 0.244, 0.077], [0.153, -0.037, -0.028], [0.059, -0.234, 0.222], [0.234, 0.041, 0.041], [-0.131, -0.028, -0.002], [0.140, -0.022, 0.101], [0.031, -0.004, 0.050], [0.015, 0.000, -0.002], [-0.013, 0.062, -0.053], [0.027, -0.027, 0.029], [0.104, 0.005, -0.064], [0.063, 0.112, 0.009], [-0.014, -0.097, -0.121], [-0.031, -0.098, -0.016], [0.103, 0.040, 0.005], [0.063, -0.045, 0.011], [0.026, 0.114, 0.000], [0.039, -0.017, -0.018], [0.030, 0.007, 0.045], [0.069, -0.040, 0.076], [-0.015, -0.012, -0.023], [0.016, -0.005, 0.050], [-0.112, -0.035, -0.008], [0.031, 0.075, -0.005], [0.026, -0.005, 0.005], [-0.139, -0.154, -0.093], [-0.018, -0.046, -0.046], [-0.018, 0.036, 0.001], [-0.075, -0.020, -0.037], [0.021, -0.023, 0.012], [0.005, 0.023, 0.014], [-0.048, -0.013, 0.001], [-0.015, -0.071, -0.025], [-0.031, 0.032, -0.008], [-0.023, 0.012, 0.064], [0.074, 0.065, 0.025], [-0.054, -0.019, 0.038], [0.031, -0.011, -0.003], [-0.050, 0.028, 0.025], [-0.028, -0.026, 0.106], [-0.012, -0.014, 0.010], [0.004, -0.002, -0.006], [-0.463, -0.107, 0.182], [0.028, -0.032, -0.037], [0.006, -0.046, -0.054], [-0.052, 0.050, 0.040], [0.014, 0.123, -0.085], [0.096, 0.075, 0.052], [0.031, -0.060, -0.016], [0.002, -0.026, 0.035], [0.020, 0.003, -0.007], [-0.069, 0.110, -0.028], [-0.004, 0.009, 0.001], [-0.004, 0.015, 0.037], [0.010, 0.005, -0.012], [-0.018, -0.001, -0.002], [0.003, -0.015, 0.009], [0.041, -0.053, 0.045], [-0.073, 0.015, 0.009], [-0.031, 0.024, -0.023], [0.027, 0.037, 0.012], [-0.006, -0.013, -0.022], [-0.025, 0.048, -0.031], [-0.004, -0.018, 0.020], [0.040, -0.013, 0.020], [-0.004, -0.018, -0.008], [-0.008, -0.003, 0.021], [-0.006, -0.016, 0.028], [0.011, -0.011, -0.010], [-0.006, 0.010, -0.005], [0.013, 0.009, -0.027], [0.005, 0.036, 0.036], [-0.021, 0.000, -0.012], [-0.021, -0.032, 0.005], [0.054, -0.040, 0.004], [0.003, 0.008, -0.001], [0.015, -0.009, 0.003], [-0.009, 0.033, 0.039], [0.004, -0.001, 0.030], [-0.024, 0.038, 0.016], [0.002, 0.015, 0.012], [0.005, -0.004, -0.003], [0.024, -0.018, 0.004], [-0.014, -0.020, 0.010], [0.006, 0.016, -0.026], [-0.049, -0.049, 0.029], [-0.026, 0.017, 0.003], [-0.123, -0.057, -0.020], [0.006, 0.004, -0.039], [0.022, -0.061, 0.023], [-0.010, -0.008, -0.003], [-0.028, -0.001, -0.035], [-0.005, -0.007, -0.014], [0.015, 0.008, -0.001], [0.002, -0.016, 0.004], [0.031, 0.000, 0.014], [-0.017, -0.012, 0.000], [-0.001, 0.012, 0.015]], "mulliken_charge": [0.786, -0.208, -0.225, -0.490, -0.696, -0.467, 0.365, -0.456, -0.414, -0.734, -0.723, -0.068, -0.197, 0.370, -0.282, -0.345, 0.090, 0.408, -1.027, 0.746, -0.764, -0.503, -0.580, 0.367, 0.016, 1.258, 1.660, -0.517, -0.891, -0.155, 1.405, 0.363, -0.496, -0.955, -0.354, 1.267, -0.481, -0.149, -1.036, -0.354, -1.730, -0.710, -0.491, -1.116, -1.376, -0.913, -0.345, -0.034, -0.246, -0.664, -0.631, -0.140, -0.110, -0.970, 0.256, -0.516, 1.652, -0.308, -0.850, -0.882, -0.462, -0.583, 0.386, 0.042, 0.348, 0.450, 0.483, 0.352, 0.300, -0.168, 0.372, 0.456, 0.304, 0.333, 0.489, 0.373, 0.292, 0.602, 0.254, 0.390, 0.292, 0.381, 0.323, 0.150, 0.347, 0.542, 0.286, 0.329, 0.369, 0.402, 0.359, 0.409, 0.361, 0.211, 0.293, 0.428, 0.176, -0.693, 0.284, -0.616, -0.231, 0.553, 0.390, 0.580, 0.015, 0.373, 0.399, 0.291, 0.290, 0.278]}



Record 2
{"formula": "C44H48Cl2GeMoN2OS2Si2", "method": "ωB97M-V/def2-TZVPD", "gap_ha": [0.159, 0.159], "e_above_lowest_kj_mol": 0.0, "lumo_energy_ev": [3.70, 3.70], "total_charge": -2, "largest_force_ev_per_a": 4.2, "symbols": ["Mo", "Ge", "Cl", "Cl", "S", "S", "Si", "Si", "O", "N", "N", "C", "C", "C", "C", "C", "C", "C", "C", "C", "C", "C", "C", "C", "C", "C", "C", "C", "C", "C", "C", "C", "C", "C", "C", "C", "C", "C", "C", "C", "C", "C", "C", "C", "C", "C", "C", "C", "C", "C", "C", "C", "C", "C", "C", "H", "H", "H", "H", "H", "H", "H", "H", "H", "H", "H", "H", "H", "H", "H", "H", "H", "H", "H", "H", "H", "H", "H", "H", "H", "H", "H", "H", "H", "H", "H", "H", "H", "H", "H", "H", "H", "H", "H", "H", "H", "H", "H", "H", "H", "H", "H", "H"], "coordinates": [[0.041, 0.223, 0.239], [0.996, -2.782, 2.454], [-1.800, 1.102, 1.731], [2.777, 1.055, 1.781], [1.401, -0.984, -1.845], [1.633, 8.710, -2.924], [-1.588, 0.873, -1.547], [-1.495, -2.083, 0.446], [3.576, 9.316, -4.622], [3.883, -1.110, -0.843], [3.285, 0.912, -1.521], [2.579, -0.053, 5.250], [-2.674, -2.372, 1.952], [3.737, -2.463, -0.410], [-1.047, -3.678, -0.579], [1.425, -6.702, 0.755], [-0.089, -3.571, 3.995], [-2.894, -1.581, -0.813], [2.349, -1.714, 3.499], [0.165, -3.247, 5.324], [-1.928, -4.945, 4.785], [-2.670, 2.447, -1.258], [0.306, 6.294, -2.600], [1.040, 1.298, 1.929], [0.219, 4.984, -2.199], [2.616, 6.347, -1.914], [4.575, 1.120, -0.886], [0.959, -5.510, 1.275], [1.123, 3.038, -1.067], [3.150, -4.916, 1.935], [-1.705, -4.542, 6.091], [-2.928, -0.491, -1.679], [2.861, -0.354, -1.305], [0.179, -1.506, 1.216], [2.527, 5.039, -1.498], [3.631, -6.112, 1.429], [-1.007, 1.107, -3.387], [1.809, -4.563, 1.839], [2.618, 8.581, -4.420], [1.498, 7.001, -2.430], [1.311, 4.330, -1.588], [2.128, 7.520, -5.370], [2.776, -7.002, 0.804], [-3.971, -0.391, -2.596], [4.532, -0.971, 4.237], [0.747, 1.965, -0.589], [-1.133, -4.460, 3.763], [-0.637, -3.703, 6.355], [3.957, -0.125, 5.168], [-3.920, -2.524, -0.886], [-4.972, -1.341, -2.673], [1.795, -0.821, 4.413], [-4.949, -2.416, -1.799], [3.733, -1.756, 3.422], [4.956, -0.274, -0.353], [-5.765, -1.254, -3.408], [4.684, -6.354, 1.522], [2.917, -2.919, -0.962], [-3.104, 2.814, -2.185], [-3.995, 0.452, -3.274], [0.727, -7.392, 0.296], [-1.832, 1.383, -4.039], [-2.743, -5.625, 4.566], [3.548, 6.891, -1.839], [2.825, 7.424, -6.200], [-2.077, 3.247, -0.824], [0.017, -3.889, -0.554], [5.914, -0.627, -0.748], [-2.162, -2.177, 2.888], [3.399, 4.550, -1.081], [-5.726, -3.174, -1.835], [2.560, 1.646, -1.444], [1.150, 7.813, -5.755], [2.109, 0.604, 5.970], [-2.353, -4.880, 6.891], [3.159, -7.916, 0.363], [0.716, -0.729, 4.451], [-0.701, 4.432, -2.331], [3.848, -4.252, 2.421], [-1.346, -4.773, 2.753], [5.609, -1.024, 4.144], [0.796, 0.904, 2.918], [2.018, 6.562, -4.868], [-3.512, -1.683, 1.902], [-3.068, -3.383, 1.994], [-0.098, -5.308, 1.229], [4.659, -3.013, -0.610], [4.223, -2.395, 2.701], [-0.562, 0.195, -3.777], [-1.575, -4.562, -0.229], [-0.545, 6.791, -3.048], [5.285, 1.495, -1.632], [-1.315, -3.530, -1.622], [-0.257, 1.891, -3.451], [1.005, -2.615, 5.568], [4.579, 0.481, 5.813], [-0.435, -3.394, 7.374], [4.498, 1.839, -0.070], [4.987, -0.290, 0.743], [-3.476, 2.232, -0.565], [-3.908, -3.375, -0.219], [3.505, -2.512, 0.658], [0.910, 2.388, 1.975]], "atomic_forces_ev_per_a": [[0.054, -2.811, 3.110], [0.337, 0.087, 0.166], [-0.085, 0.149, -0.352], [1.677, 0.062, 0.071], [-0.477, 0.410, 0.200], [0.177, 0.211, 0.457], [-0.454, 0.292, -0.740], [-0.843, -0.415, 0.146], [-1.556, -0.862, 0.124], [-0.189, 0.431, 0.135], [-0.077, -0.118, 0.271], [-0.102, 0.137, 0.135], [0.464, -0.024, -0.226], [-0.072, -0.224, 0.106], [0.110, 0.225, 0.427], [-0.048, -0.226, -0.106], [0.138, 0.333, -0.433], [0.545, 0.299, 0.155], [-0.460, -0.369, -0.284], [0.236, 0.130, 0.013], [-0.171, -0.154, 0.066], [0.361, -0.306, 0.004], [0.189, 0.504, 0.000], [-1.010, 0.342, -0.082], [0.062, -0.271, 0.174], [-0.102, 0.458, -0.118], [0.235, 0.214, -0.069], [-0.162, 0.107, 0.065], [0.055, -0.496, 0.411], [0.139, 0.221, 0.154], [-0.024, -0.041, 0.084], [0.368, 0.306, 0.072], [0.207, -0.169, -0.916], [0.023, 0.544, -0.805], [-0.179, -0.433, 0.002], [0.170, -0.182, -0.027], [-0.191, -0.135, 0.499], [-0.269, 0.732, -0.031], [1.127, 0.408, -0.118], [-0.070, -0.020, -0.393], [0.018, 0.604, -0.257], [0.372, 0.070, -0.396], [0.026, -0.080, -0.015], [-0.129, 0.031, -0.185], [0.164, -0.008, 0.049], [-0.131, 1.305, -0.897], [0.045, -0.075, -0.175], [-0.105, -0.094, 0.258], [0.128, 0.045, 0.053], [-0.026, -0.173, 0.107], [-0.175, 0.027, -0.167], [-0.169, -0.019, -0.187], [-0.132, -0.148, -0.002], [0.118, -0.224, -0.127], [0.206, 0.136, 0.042], [-0.033, 0.046, -0.017], [0.052, 0.047, -0.018], [-0.004, -0.017, 0.074], [-0.088, 0.013, -0.301], [-0.020, 0.135, -0.108], [-0.016, -0.029, -0.025], [-0.274, 0.064, -0.113], [-0.021, 0.008, -0.068], [0.050, 0.001, 0.084], [0.043, 0.001, -0.018], [0.166, 0.181, 0.146], [0.176, 0.005, 0.061], [0.038, 0.022, 0.065], [0.106, 0.039, 0.122], [-0.065, -0.054, 0.072], [-0.021, 0.005, -0.003], [0.276, -0.337, -0.051], [-0.009, -0.012, 0.077], [-0.031, 0.123, 0.003], [0.017, -0.031, 0.002], [-0.024, -0.029, 0.054], [-0.041, 0.092, 0.102], [-0.031, -0.042, 0.068], [0.066, 0.035, 0.015], [-0.149, -0.009, -0.107], [0.070, 0.006, -0.020], [-0.215, -0.035, -0.356], [-0.033, 0.018, 0.039], [-0.053, 0.140, -0.180], [-0.153, -0.274, 0.000], [-0.074, -0.004, -0.139], [0.038, -0.040, 0.055], [0.051, -0.013, -0.038], [0.096, -0.141, -0.023], [-0.194, -0.263, 0.048], [-0.049, 0.000, -0.007], [0.080, -0.078, 0.130], [-0.115, 0.109, -0.108], [0.215, 0.168, 0.051], [-0.044, -0.010, 0.067], [0.026, 0.037, 0.028], [0.051, 0.007, 0.017], [-0.001, 0.014, -0.050], [0.032, -0.032, -0.065], [-0.074, -0.097, 0.166], [-0.026, -0.136, 0.082], [0.028, -0.014, -0.049], [-0.169, -0.364, -0.207]], "mulliken_charge": [-2.116, 1.232, -0.440, -0.200, -0.517, -0.132, 1.441, 1.150, -0.574, 0.199, 0.099, -0.830, -1.584, -1.342, -1.605, -0.925, -0.030, 0.628, 0.776, -0.144, -0.856, -1.547, -0.401, -1.109, -0.100, -0.244, -0.665, -0.339, 0.413, -0.003, -0.492, 0.211, 0.290, 1.412, -0.473, -0.732, -1.573, 0.934, 0.686, -0.659, 0.280, -0.904, -0.584, -0.233, -0.905, -0.359, 0.097, -0.681, -0.724, -0.670, -0.796, -1.291, -0.653, -0.509, -0.477, 0.337, 0.408, 0.380, 0.376, 0.223, 0.385, 0.458, 0.382, 0.422, 0.319, 0.343, 0.433, 0.359, 0.393, 0.500, 0.388, -0.274, 0.265, 0.414, 0.336, 0.346, 0.824, 0.401, 0.148, 0.266, 0.383, 0.314, 0.270, 0.534, 0.371, -0.007, 0.321, 0.181, 0.345, 0.261, 0.432, 0.439, 0.585, 0.199, 0.392, 0.332, 0.400, 0.296, 0.085, 0.337, 0.059, 0.365, 0.841]}